[1]
The following is a DFT calculation (ωB97M-V with the def2-TZVPD basis set) of a cluster of 2 separate species, C4H6N2O2 in total at a distorted geometry.

Results
spin multiplicity = 1
M = 114.10 g/mol
max |F| = 0.0612 Eh/bohr
HOMO = -7.24 eV
electronic energy = -415.91701 a.u.
LUMO level = 0.297 eV

Cartesian coordinates (Å):
C  -0.209  -1.071  -0.127
C  3.326  -0.125  -0.450
C  -0.843  0.243  -0.545
C  0.758  -0.356  0.689
N  -0.526  -2.249  -0.548
N  0.081  0.948  0.369
O  2.791  0.793  -0.852
O  3.814  -1.055  0.004
H  -0.818  0.651  -1.607
H  -1.931  0.206  -0.107
H  1.077  -0.481  1.682
H  0.171  -2.860  -0.110
H  0.564  1.593  -0.170
H  -0.478  1.393  1.135

---

[2]
The following is a DFT calculation (ωB97M-V with the def2-TZVPD basis set) of the molecule C4H6N2O2 at a distorted geometry.

Results
spin multiplicity = 1
M = 114.10 g/mol
max |F| = 0.0255 Eh/bohr
SMILES string = CN(C=C=N)C(=O)O
HOMO = -8.29 eV
electronic energy = -415.97361 a.u.
LUMO level = 0.737 eV

Cartesian coordinates (Å):
C  -0.080  -1.613  -0.833
C  0.452  0.804  -0.803
C  -0.591  0.699  1.673
C  -1.128  -0.046  0.728
O  1.628  0.393  -1.330
N  -0.356  -0.249  -0.434
N  -0.010  1.108  2.658
O  0.130  1.963  -0.772
H  2.090  1.164  -1.687
H  0.031  2.104  2.851
H  -2.125  -0.449  0.755
H  0.339  -1.612  -1.837
H  -1.015  -2.173  -0.810
H  0.635  -2.095  -0.158

---

[3]
The following is a DFT calculation (ωB97M-V with the def2-TZVPD basis set) of a structure of composition C4H6N2O2 at a distorted geometry.

Results
spin multiplicity = 1
M = 114.10 g/mol
max |F| = 0.1103 Eh/bohr
HOMO = -9.34 eV
electronic energy = -415.85471 a.u.
LUMO level = 0.319 eV

Cartesian coordinates (Å):
C  0.491  -0.890  -1.086
C  -0.529  0.097  -0.565
C  -0.343  1.546  -0.275
C  -1.310  0.110  0.708
H  0.599  -0.728  1.195
H  2.279  -0.922  1.679
H  0.118  -1.577  -2.099
H  -1.351  -0.061  -1.198
H  -0.326  2.272  -1.140
H  0.667  1.605  0.223
N  1.524  -0.723  0.848
N  1.577  -1.414  -0.464
O  -1.498  1.468  0.825
O  -1.898  -0.782  1.350

---

[4]
The following is a DFT calculation (ωB97M-V with the def2-TZVPD basis set) of the molecule C4H6N2O2 at a distorted geometry.

Results
spin multiplicity = 1
M = 114.10 g/mol
max |F| = 0.1977 Eh/bohr
SMILES string = O[C@@H]1[C@@H]2N=CNO[C@@H]12
HOMO = -8.64 eV
electronic energy = -415.70270 a.u.
LUMO level = 0.671 eV

Cartesian coordinates (Å):
C  -1.534  0.167  0.507
C  -0.532  -0.518  -0.132
C  1.780  0.591  -0.308
C  -0.072  0.780  0.585
H  -2.597  0.280  -1.415
H  -1.932  0.154  1.482
H  -0.595  -0.612  -1.162
H  2.348  -1.340  -0.735
H  2.719  0.904  -0.963
H  0.230  0.714  1.614
N  1.699  -0.843  0.032
N  0.930  1.616  -0.159
O  -2.647  -0.058  -0.463
O  0.594  -1.396  0.233

---

[5]
The following is a DFT calculation (ωB97M-V with the def2-TZVPD basis set) of a structure of composition C4H6N2O2 at a distorted geometry.

Results
spin multiplicity = 1
M = 114.10 g/mol
max |F| = 0.0783 Eh/bohr
HOMO = -9.77 eV
electronic energy = -415.95449 a.u.
LUMO level = 0.336 eV

Cartesian coordinates (Å):
C  1.494  0.542  0.034
C  -1.074  0.797  -0.208
C  0.349  -1.605  0.279
C  0.377  -0.186  0.640
N  2.303  1.349  -0.080
N  -0.913  0.837  -1.514
O  -1.782  1.478  0.479
O  0.271  0.200  1.970
H  1.034  -1.930  -0.569
H  0.763  -2.334  1.100
H  -0.742  -1.861  0.154
H  -0.171  0.371  -2.124
H  -1.529  1.438  -2.108
H  -0.381  0.903  1.948

---

[6]
The following is a DFT calculation (ωB97M-V with the def2-TZVPD basis set) of a cluster of 2 separate species, C4H6N2O2 in total at a distorted geometry.

Results
spin multiplicity = 1
M = 114.10 g/mol
max |F| = 0.1431 Eh/bohr
HOMO = -8.99 eV
electronic energy = -415.85454 a.u.
LUMO level = 0.677 eV

Cartesian coordinates (Å):
C  2.815  0.259  0.193
C  -1.412  0.401  -0.877
C  -1.517  -0.095  0.616
C  -0.395  -0.524  -1.405
N  2.413  1.256  0.650
N  0.040  -1.257  -0.493
O  3.041  -0.695  -0.356
O  -0.839  -1.167  0.790
H  -2.384  0.361  -1.485
H  -1.157  1.506  -1.003
H  -1.092  0.763  1.387
H  -2.606  -0.196  0.905
H  2.542  1.510  1.590
H  0.550  -2.121  -0.512

---

[7]
The following is a DFT calculation (ωB97M-V with the def2-TZVPD basis set) of the molecule C4H6N2O2 at a distorted geometry.

Results
spin multiplicity = 1
M = 114.10 g/mol
max |F| = 0.1041 Eh/bohr
SMILES string = O=CNN1C[C@H]1C=O
HOMO = -9.85 eV
electronic energy = -415.87971 a.u.
LUMO level = -0.348 eV

Cartesian coordinates (Å):
C  -2.100  -0.283  0.260
C  1.329  -1.239  -0.650
C  1.536  -0.394  0.657
C  1.553  1.031  0.571
H  -2.097  -1.113  0.940
H  -0.513  0.653  -0.752
H  1.366  -0.765  -1.598
H  1.578  -2.314  -0.622
H  1.707  -0.879  1.674
H  1.689  1.649  1.609
N  -0.859  -0.119  -0.310
N  0.203  -0.991  0.198
O  -2.981  0.547  -0.044
O  1.350  1.433  -0.643

---

[8]
The following is a DFT calculation (ωB97M-V with the def2-TZVPD basis set) of a cluster of 2 separate species, C4H6N2O2 in total at a distorted geometry.

Results
spin multiplicity = 1
M = 114.10 g/mol
max |F| = 0.1483 Eh/bohr
HOMO = -7.75 eV
electronic energy = -415.76423 a.u.
LUMO level = 0.177 eV

Cartesian coordinates (Å):
C  0.134  -1.031  -0.452
C  -0.626  -0.489  -1.547
C  -0.681  0.811  -1.309
C  0.088  -0.038  0.501
H  1.080  -2.960  -0.533
H  -0.484  -2.956  0.338
H  -0.815  -0.993  -2.469
H  -1.404  1.672  -1.631
H  0.762  2.386  0.898
H  1.711  -1.218  0.889
N  0.443  -2.300  -0.017
N  -0.382  1.125  0.127
O  -0.274  2.436  0.683
O  0.928  -0.339  1.639

---

[9]
The following is a DFT calculation (ωB97M-V with the def2-TZVPD basis set) of the molecule C4H6N2O2 at a distorted geometry.

Results
spin multiplicity = 1
M = 114.10 g/mol
max |F| = 0.0972 Eh/bohr
HOMO (alpha / beta) = -7.36 / -7.36 eV
electronic energy = -415.86665 a.u.
LUMO level (alpha / beta) = 0.332 / 0.331 eV

Cartesian coordinates (Å):
C  0.485  -1.741  0.122
C  -0.790  -1.360  0.385
C  1.428  -0.619  -0.084
C  -1.096  0.126  0.646
N  0.793  0.515  -0.481
N  1.356  1.589  -0.007
O  2.607  -0.609  0.181
O  -1.996  0.852  -0.002
H  0.869  -2.818  -0.166
H  -1.680  -1.954  0.226
H  -0.813  0.365  1.682
H  2.152  1.510  0.517
H  1.251  2.435  -0.502
H  -2.266  0.640  -0.957

---

[10]
The following is a DFT calculation (ωB97M-V with the def2-TZVPD basis set) of the molecule C4H6N2O2 at a distorted geometry.

Results
spin multiplicity = 1
M = 114.10 g/mol
max |F| = 0.0810 Eh/bohr
SMILES string = [H]/N=C/NC(=O)[C@@H]1CO1
HOMO = -9.92 eV
electronic energy = -415.92136 a.u.
LUMO level = 0.733 eV

Cartesian coordinates (Å):
C  0.101  -0.828  -1.714
C  1.288  0.196  0.474
C  0.174  1.002  1.102
C  -1.178  0.497  1.455
H  -1.520  -1.115  -2.187
H  0.405  -0.835  -2.815
H  2.090  -1.029  -0.988
H  0.553  1.792  1.706
H  -1.740  1.167  2.188
H  -1.525  -0.536  1.227
N  -1.023  -1.020  -1.254
N  1.151  -0.610  -0.706
O  2.252  0.095  1.176
O  -1.027  1.222  0.335

---

[11]
The following is a DFT calculation (ωB97M-V with the def2-TZVPD basis set) of the molecule C4H6N2O2 at a distorted geometry.

Results
spin multiplicity = 1
M = 114.10 g/mol
max |F| = 0.0745 Eh/bohr
SMILES string = [H]/N=C/NC(=O)[C@@H]1CO1
HOMO = -10.13 eV
electronic energy = -415.94186 a.u.
LUMO level = 0.773 eV

Cartesian coordinates (Å):
C  1.379  -1.018  0.256
C  -1.183  -0.776  0.000
C  -1.162  0.690  0.236
C  -0.442  1.646  -0.547
H  2.797  0.139  -0.041
H  1.940  -1.746  0.934
H  -0.116  -2.481  0.120
H  -2.174  0.936  0.651
H  -0.891  2.630  -0.810
H  0.384  1.406  -1.109
N  1.918  -0.093  -0.406
N  0.038  -1.479  0.105
O  -2.289  -1.301  -0.207
O  -0.202  1.446  0.817

---

[12]
The following is a DFT calculation (ωB97M-V with the def2-TZVPD basis set) of a cluster of 2 separate species, C4H6N2O3 in total at a distorted geometry.

Results
spin multiplicity = 1
M = 130.10 g/mol
max |F| = 0.1363 Eh/bohr
HOMO = -8.59 eV
electronic energy = -491.02161 a.u.
LUMO level = -1.333 eV

Cartesian coordinates (Å):
C  -2.207  0.198  0.511
C  0.003  -0.714  -0.266
C  2.056  -0.320  0.095
C  0.865  0.296  -0.054
H  -2.109  1.249  0.393
H  -3.281  0.208  0.312
H  -2.095  -0.168  1.582
H  -1.556  -1.629  -0.876
H  2.947  1.242  -0.259
H  -0.371  1.699  -1.028
N  -1.328  -0.632  -0.503
N  2.158  -1.582  0.168
O  0.715  -1.867  -0.042
O  3.296  0.368  0.138
O  0.909  1.650  -0.172